1.
A 2-piece molecular cluster, C2H9N2OP overall, computed with wB97M-V/def2-TZVPD.

```
15
Properties=species:S:1:pos:R:3:forces:R:3:nbo_charge:R:1
C -1.156 -2.195 0.757 2.2464 -0.7594 0.5391 -0.4175
N -1.116 -0.794 0.528 -1.6753 -1.6439 -3.2839 -0.9287
P -1.645 0.056 -0.780 -0.2056 -1.1441 -0.3194 1.4196
O -1.682 1.468 -0.382 -0.0884 0.9078 0.0841 -1.0763
H -0.186 -2.603 1.108 -0.1220 0.6214 0.1383 0.1948
H -1.851 -2.534 1.484 -1.0704 -0.0670 0.4498 0.1959
H -1.227 -2.733 -0.150 -0.8090 -0.4032 -1.1693 0.2086
H -0.902 -0.191 1.211 1.3046 2.3011 3.5113 0.4053
C 1.495 1.274 -1.055 2.2006 -0.1337 -2.1632 -0.4197
N 1.136 1.160 0.320 -2.8829 2.9749 0.5018 -0.8555
H 0.563 1.328 -1.651 0.7556 0.2431 0.1555 0.1980
H 2.286 2.069 -1.431 -1.8003 -0.7671 1.0232 0.1649
H 2.022 0.361 -1.358 -0.2593 -0.1625 -0.1065 0.1771
H 0.412 1.978 0.415 1.5586 -2.1143 0.4579 0.3754
H 1.852 1.356 0.984 0.8476 0.1470 0.1812 0.3583
```
Positions in Å, forces in eV/Å.

Highest occupied orbital energy in eV: -9.171
Relative energy (zero: lowest compared OMol25 entry of this formula, charge and spin) in eV: 1.202
Kohn-Sham gap in eV: 9.742
SMILES: CNP=O.CN
Spin multiplicity: 1
LUMO level in Ha: 0.021
E in eV: -16536.1510

***

2.
One molecule with the formula C2H3N3S2, computed with wB97M-V/def2-TZVPD.

```
10
Properties=species:S:1:pos:R:3:forces:R:3:nbo_charge:R:1
S 0.670 1.901 0.472 -0.7023 -0.4032 -0.7264 -0.0461
C 0.055 0.662 -0.407 0.5287 -1.6421 -1.3828 0.1535
N -0.623 0.609 -1.681 0.9309 2.8083 1.5207 -0.4771
C -0.967 -0.584 -1.897 0.3185 -0.1617 0.0972 0.2589
N -0.670 -1.431 -0.879 1.4410 -4.6144 -1.0702 -0.4156
N 0.236 -0.759 -0.058 -0.6919 2.8328 1.0673 -0.4102
S 0.262 -1.045 1.658 -1.0152 1.1140 0.3995 0.1712
H -1.374 -0.876 -2.850 -0.3140 -0.4842 0.0952 0.2164
H -0.200 -2.379 -1.241 -1.6041 2.5080 1.1634 0.4001
H -0.471 0.157 2.160 1.1084 -1.9575 -1.1639 0.1490
```
Positions in Å, forces in eV/Å.

Highest occupied orbital energy in eV: -8.734
Relative energy (zero: lowest compared OMol25 entry of this formula, charge and spin) in eV: 1.773
Kohn-Sham gap in eV: 8.608
SMILES: S=c1nc[nH]n1S
Spin multiplicity: 1
LUMO level in Ha: -0.005
E in eV: -28260.9959

***

3.
A 2-piece molecular cluster, C4H13N3 overall, computed with wB97M-V/def2-TZVPD.

```
20
Properties=species:S:1:pos:R:3:forces:R:3:lowdin_spin:R:1
C -1.552 -0.398 0.529 -0.0117 -0.0562 -0.3153 0.0007
C -0.114 -0.447 1.090 -0.5192 1.0455 0.7181 0.0039
C 0.681 0.855 0.850 -0.7423 -0.7494 -0.6798 0.0011
N -0.029 1.994 1.402 0.5205 0.3913 0.5198 0.0015
N -2.349 0.595 1.181 -0.0450 0.1182 0.2785 0.0039
C 1.080 -0.900 -2.229 0.0619 0.3346 -0.3175 0.1047
N 1.951 -0.906 -1.090 0.4694 -0.2352 -0.2253 0.7939
H -1.966 -1.430 0.611 0.1060 -0.0124 -0.0676 0.0002
H -1.425 -0.234 -0.583 -0.0149 -0.1205 -0.0082 0.0003
H 0.446 -1.285 0.692 0.0937 -0.2259 0.0538 0.0028
H -0.242 -0.518 2.178 0.1276 -0.3391 0.0144 0.0004
H 0.780 0.916 -0.242 0.1417 0.2710 0.0005 0.0017
H 1.701 0.715 1.233 -0.0195 0.2313 0.1428 -0.0003
H -1.049 1.797 1.356 -0.0547 -0.0827 -0.0019 -0.0001
H 0.181 2.836 0.882 -0.0090 -0.0135 -0.0742 0.0000
H -3.339 0.407 1.058 0.0107 -0.1428 -0.1721 0.0001
H 0.319 -1.682 -2.112 0.0547 -0.0441 -0.0220 0.0397
H 1.573 -0.995 -3.206 0.0119 -0.2690 0.0753 0.0021
H 0.517 0.037 -2.254 -0.1065 -0.0424 0.2193 0.0158
H 2.835 -1.355 -1.345 -0.0753 -0.0589 -0.1386 0.0275
```
Positions in Å, forces in eV/Å.

Highest occupied orbital energy (spin up / spin down) in eV: -1.252 / -1.228
Relative energy (zero: lowest compared OMol25 entry of this formula, charge and spin) in eV: 2.133
Kohn-Sham gap (spin up / spin down) in eV: 4.757 / 3.883
Total charge: -1
Spin multiplicity: 2
LUMO level (spin up / spin down) in Ha: 0.129 / 0.098
E in eV: -8825.5162

***

4.
A 10-piece molecular cluster, C32H90N6O10 overall, computed with wB97M-V/def2-TZVPD.

```
138
Properties=species:S:1:pos:R:3:forces:R:3:mulliken_charge:R:1
C -10.584 8.375 6.945 -0.4980 -0.2291 0.5371 -0.4849
O -10.344 7.598 5.802 0.4245 -0.3782 0.1614 -0.4663
C -10.881 8.154 4.641 -0.8443 0.9496 -1.1001 -0.6416
C -10.931 7.124 3.523 0.5652 -1.9743 0.9541 0.3619
C -11.472 7.565 2.181 1.0406 0.7004 0.1377 -1.3252
N -11.619 5.867 3.936 -0.4407 0.7519 0.3841 -0.7422
H -10.246 9.412 6.876 -0.1229 0.0848 -0.3346 0.1545
H -10.086 7.954 7.820 0.2372 -0.3156 -0.2620 0.3203
H -11.655 8.313 7.164 -0.0833 0.4687 0.0495 0.3246
H -11.906 8.542 4.769 0.0647 0.0128 0.4555 0.3079
H -10.257 8.996 4.309 -0.0496 0.0943 0.0330 0.3030
H -9.877 6.812 3.471 -0.0621 0.0912 -0.6395 0.2920
H -11.140 6.897 1.389 -0.0904 -0.2050 0.0976 0.3456
H -10.996 8.531 1.974 -0.4242 0.0981 -0.2533 0.3413
H -12.556 7.642 2.136 -0.0465 0.1265 0.1992 0.3454
H -11.446 5.737 4.934 0.2601 -0.1704 -0.1944 0.2973
H -12.625 6.047 3.912 0.0690 -0.0996 -0.2014 0.2675
C -7.524 15.602 5.726 -0.6831 0.3276 0.2359 -0.5128
O -6.807 14.446 6.070 -0.0604 -0.0652 -0.4143 -0.4519
C -6.877 14.155 7.449 0.0764 -0.5809 -0.5161 0.0334
C -6.069 12.884 7.658 0.9978 -0.2011 0.4673 0.2402
C -6.705 11.609 7.146 -0.3465 0.0053 -0.2204 -1.3548
N -5.810 12.713 9.110 -0.2793 0.6989 -0.0721 -0.4787
H -8.607 15.453 5.833 -0.0015 -0.0448 0.2686 0.0388
H -7.400 15.894 4.685 0.5441 -0.3142 -0.0159 0.3279
H -7.225 16.438 6.370 -0.0340 0.1001 -0.0615 0.3110
H -6.472 15.010 8.004 0.0366 -0.0837 0.2482 0.3551
H -7.907 13.958 7.776 -0.1279 0.2347 0.0026 -0.2899
H -5.094 13.015 7.171 -0.2224 0.1569 -0.3460 0.4177
H -7.674 11.467 7.635 0.0843 -0.1582 0.1137 0.0618
H -6.041 10.772 7.369 -0.1454 -0.0911 0.1332 0.4371
H -6.889 11.580 6.071 0.1356 0.3233 -0.0056 0.3804
H -5.026 12.085 9.254 -0.1297 -0.1386 -0.0360 0.2562
H -5.477 13.623 9.424 -0.0121 -0.2104 0.3253 0.2098
C -11.877 9.496 10.194 0.3473 -0.3271 -1.1016 -0.0922
O -10.941 10.553 10.211 -0.4697 0.0748 0.4986 0.8580
C -10.498 10.844 11.529 0.5453 -0.3193 -0.2012 -1.5092
C -9.241 11.695 11.424 0.2857 0.5306 0.0078 1.2078
C -9.465 13.046 10.734 -0.4563 -0.2374 0.1491 -0.5957
N -8.159 10.894 10.819 -0.3006 0.2254 -0.3989 0.1395
H -12.261 9.444 9.174 0.0308 -0.0241 -0.0231 -0.2167
H -12.756 9.588 10.830 0.1777 0.4893 0.2665 -0.2740
H -11.358 8.551 10.388 -0.1564 -0.1112 0.2482 0.4576
H -11.317 11.270 12.115 0.1328 0.2930 0.0464 0.2383
H -10.185 9.914 12.023 -0.1734 -0.1104 0.0433 0.4748
H -8.899 11.955 12.432 -0.2469 -0.2864 0.1768 -0.7233
H -10.094 13.632 11.412 -0.0376 0.2349 -0.2441 0.5046
H -9.972 12.957 9.774 -0.0342 -0.1597 0.0344 -0.5745
H -8.541 13.598 10.557 0.1250 -0.1353 0.1515 0.1004
H -8.554 10.242 10.144 -0.0862 0.0329 0.0912 0.2820
H -7.599 11.531 10.250 0.3326 -0.1271 0.1101 -0.1528
C -10.945 16.808 8.021 0.9224 -0.5095 0.7328 -0.5208
O -11.719 15.764 7.508 -0.7191 0.1342 -1.0470 -0.5044
C -11.244 14.456 7.791 -0.0707 0.9463 0.4963 0.7967
C -12.026 13.468 6.967 -0.8551 0.2681 -1.2239 0.4172
C -11.720 12.005 7.222 0.0390 -0.1674 1.0055 -0.5967
N -11.913 13.716 5.519 0.4943 0.0186 -0.1885 -0.8149
H -10.821 16.686 9.106 -0.1745 0.2545 0.0627 0.2343
H -11.375 17.778 7.794 -0.3277 -0.1130 -0.0842 0.3566
H -9.920 16.788 7.624 -0.0262 -0.0068 -0.2276 0.0620
H -10.180 14.427 7.524 0.1384 -0.2897 0.2967 -0.7998
H -11.429 14.340 8.867 0.4722 -0.5454 0.0374 0.3219
H -13.086 13.680 7.145 0.0207 -0.2342 0.3814 0.3337
H -12.182 11.363 6.475 0.1464 0.1541 -0.2616 0.4157
H -12.105 11.658 8.185 -0.0359 0.2603 0.0601 -0.1812
H -10.645 11.812 7.296 0.0466 0.0323 -0.3593 -0.0948
H -12.148 14.675 5.287 -0.0825 0.0080 0.2368 0.3287
H -10.950 13.597 5.208 -0.0513 -0.1272 0.0632 0.2299
C -6.742 13.372 13.467 0.9013 -0.1471 -0.0957 -0.1069
O -7.384 13.282 14.718 -0.3917 -0.3566 -0.3373 -0.4188
C -8.233 14.386 14.906 -0.0411 0.0786 0.1803 -0.2084
C -8.971 14.275 16.237 -0.2630 0.7551 -0.4841 0.6310
C -9.814 13.021 16.330 -0.2610 0.1347 0.8411 -1.4973
N -9.852 15.448 16.309 -0.2249 0.1413 -0.2168 -0.6851
H -5.963 14.138 13.559 -0.1012 0.1957 -0.4511 0.4154
H -7.414 13.568 12.628 -0.2314 0.3922 0.2017 -0.2982
H -6.240 12.448 13.174 -0.0701 -0.2153 0.6117 0.1751
H -7.656 15.324 14.876 0.0707 0.0020 0.0754 0.4070
H -8.965 14.463 14.088 -0.1217 -0.1600 0.0496 -0.0933
H -8.234 14.326 17.044 0.1060 -0.4544 0.0376 0.2355
H -9.170 12.146 16.368 -0.1545 -0.1156 -0.1734 0.3490
H -10.604 12.944 15.581 0.4494 0.0674 -0.5053 0.3878
H -10.400 13.071 17.255 0.2933 -0.1651 0.1965 0.3379
H -9.342 16.313 16.441 0.1068 -0.0644 -0.0186 0.2401
H -10.516 15.381 17.068 0.0454 -0.1170 0.0383 0.2266
C -10.408 9.502 15.220 -0.3906 0.1094 -0.1038 -0.5580
O -11.645 8.996 14.757 -0.0978 -0.0621 0.5123 -0.2995
C -11.505 7.710 14.184 -0.1631 0.4948 -0.5953 -0.5603
C -12.884 7.246 13.722 -0.3454 -0.2866 0.1637 0.3407
C -12.824 6.025 12.798 0.2898 0.1778 0.6892 -1.4892
N -13.670 8.271 13.049 -0.2277 0.1870 0.2087 -0.5623
H -10.031 8.885 16.040 0.3474 -0.1042 -0.2118 0.3737
H -10.559 10.504 15.616 -0.2331 -0.0144 -0.0727 0.0425
H -9.724 9.584 14.368 0.3693 -0.1904 0.2588 0.2858
H -10.822 7.833 13.329 0.0643 -0.3775 -0.0732 0.1407
H -11.093 6.977 14.885 0.1794 0.0891 0.0731 0.4479
H -13.416 6.993 14.646 -0.1774 -0.0548 -0.1863 0.4741
H -12.077 6.240 12.030 -0.0966 -0.3489 -0.1796 0.2397
H -13.801 5.863 12.357 -0.0251 0.0898 -0.1210 0.3440
H -12.574 5.114 13.346 0.3183 0.0718 -0.1210 0.4364
H -13.121 8.723 12.330 0.0458 -0.0173 0.1159 -0.1149
H -13.930 8.986 13.720 0.1272 0.0728 -0.1425 0.3181
C -7.940 16.980 10.331 0.8026 -0.4201 -0.5232 -0.9932
C -8.332 16.499 11.708 -0.5815 0.5257 0.1394 0.8403
O -9.756 16.616 11.744 -0.1690 -0.0674 0.1320 -0.5832
H -6.854 16.987 10.190 -0.0197 -0.0274 0.1936 0.3940
H -8.281 17.988 10.096 -0.2004 0.0190 0.3573 0.3876
H -8.334 16.324 9.551 -0.1442 -0.0797 0.1180 -0.1185
H -7.872 17.125 12.483 -0.0721 0.0766 -0.0532 0.3599
H -8.052 15.473 11.948 0.2321 -0.0729 -0.4192 -0.5605
H -10.120 16.127 12.490 0.1462 0.0858 0.0609 0.3024
C -14.704 6.524 9.540 0.6677 0.7780 -0.4351 -0.5527
C -15.520 7.759 9.231 -1.1864 -0.4272 0.7190 -0.1028
O -16.519 7.444 8.245 0.5388 0.3063 -0.0734 -0.5626
H -14.092 6.314 8.660 -0.1159 -0.4936 0.0652 0.2696
H -15.308 5.676 9.851 -0.1123 -0.0206 -0.2083 0.3807
H -14.015 6.766 10.351 -0.0400 -0.0206 0.0473 -0.1394
H -14.910 8.611 8.922 0.1488 -0.1199 -0.0865 0.1246
H -16.069 8.035 10.142 0.2640 0.2491 0.0344 0.2708
H -16.922 8.287 8.012 -0.1534 -0.1764 -0.1219 0.3103
C -4.358 8.186 12.236 -1.3633 -0.1065 -0.1109 -1.3228
C -5.647 8.787 11.690 0.1361 -0.2109 -0.6837 -0.1233
O -5.940 10.001 12.347 -0.4667 -0.1015 -0.0189 -0.5180
H -3.540 8.873 12.049 0.2245 -0.1325 0.3581 0.3240
H -4.205 7.219 11.755 0.2884 0.0794 -0.1102 0.3798
H -4.587 7.979 13.283 0.6985 0.2297 0.1683 0.3044
H -6.466 8.059 11.789 0.0224 0.0771 0.2252 0.2507
H -5.552 8.946 10.602 0.0597 0.1070 0.0913 0.1763
H -6.824 10.274 11.996 0.4720 0.0819 0.0254 0.4852
C -14.220 12.499 11.274 -0.4622 -0.1105 -0.2198 -0.2754
C -15.346 13.367 11.813 -0.1704 -0.3475 -0.1980 -0.5775
O -16.452 13.320 10.893 0.3395 0.2018 0.3451 -0.5255
H -13.517 12.259 12.071 0.1532 0.0470 -0.1123 0.2015
H -13.716 12.953 10.420 0.1432 0.2170 0.1827 0.0315
H -14.655 11.579 10.879 0.0176 -0.1287 0.2541 0.1685
H -14.999 14.392 11.974 -0.1055 0.0445 -0.0812 0.2729
H -15.711 12.980 12.769 0.2870 -0.0292 0.0869 0.3674
H -17.234 13.441 11.438 -0.1604 0.0688 -0.2790 0.3049
```
Positions in Å, forces in eV/Å.

Highest occupied orbital energy in eV: -9.228
Relative energy (zero: lowest compared OMol25 entry of this formula, charge and spin) in eV: 0.113
Kohn-Sham gap in eV: 9.663
SMILES: COC[C@H](C)N.COC[C@H](C)N.COC[C@H](C)N.COC[C@H](C)N.COC[C@H](C)N.COC[C@H](C)N.CCO.CCO.CCO.CCO
Spin multiplicity: 1
LUMO level in Ha: 0.016
E in eV: -64055.1019